1.
Density functional theory data (wB97M-V/def2-TZVPD) for a molecular structure, C39H44BrO4PPdSSi.

Calculated values
Charge: +2
Kohn-Sham gap (spin up / spin down) in eV: 8.142 / 4.966
HOMO energy (spin up / spin down) in eV: -13.00 / -13.77
⟨S²⟩: 6.036
LUMO energy (spin up / spin down) in eV: -4.861 / -8.801
Multiplicity: 5

Last column: Mulliken charge in e.
Atoms and positions in Å:
Pd 0.200 0.057 -0.378  -0.2569
Br -0.868 4.451 5.343  -0.0876
S 0.827 2.884 -0.037  0.8246
P 0.341 -2.372 -0.218  1.0163
Si -3.120 0.758 -0.561  -0.7558
O 3.704 1.065 1.623  -0.6115
O -0.114 2.430 -1.078  -0.7292
O -1.836 0.018 0.033  0.8225
O 1.913 0.080 0.784  0.4395
C 2.506 0.881 1.619  -0.6866
C -0.435 2.200 3.678  -0.6553
C 2.861 -2.998 -1.133  -0.5399
C 4.665 -3.775 0.248  -0.4727
C 1.472 3.670 3.944  -0.5946
C 2.205 2.856 3.105  -0.6576
C -4.530 0.945 -3.096  -0.0638
C 4.348 1.807 -1.775  -1.5271
C 2.018 -2.975 -0.020  1.0238
C 0.145 3.344 4.221  -0.2074
C 1.625 1.724 2.515  0.2836
C 0.264 5.776 -1.512  -1.4400
C -6.722 -2.115 0.215  -0.4601
C 3.834 -3.743 1.358  -0.8858
C 0.298 1.400 2.824  0.6334
C -3.415 0.432 -2.399  0.7557
C -3.371 2.723 1.391  -0.4246
C -3.501 2.480 0.021  0.8476
C -2.523 -0.410 -3.087  0.0648
C -4.300 4.753 -0.247  -0.7803
C -4.681 0.718 -4.450  -0.9602
C -5.460 -2.650 -0.045  -0.7852
C -4.163 4.974 1.117  -0.6200
C -3.959 3.521 -0.790  -0.4978
C -0.618 -2.838 1.244  -1.4089
C -2.668 -0.627 -4.440  -0.7878
C -6.948 -0.739 0.147  -0.7775
C -4.424 -1.805 -0.375  -0.1596
C 2.514 -3.341 1.228  -0.2548
C -0.402 -3.310 -1.587  -1.1280
C 0.340 4.462 0.674  -0.6470
C -0.500 5.282 -0.294  0.1541
C -5.913 0.105 -0.188  -0.2507
C -3.749 -0.064 -5.124  -0.5488
C 2.844 2.063 -1.766  0.3977
C 4.176 -3.403 -0.999  -0.8072
C -3.687 3.958 1.938  -0.6170
C -4.609 -0.410 -0.354  0.8879
C 2.498 3.091 -0.696  -1.0518
H 5.694 -4.090 0.352  0.4189
H 2.328 1.120 -1.570  -0.3165
H -1.372 4.695 -0.583  -0.2672
H -1.691 -0.852 -2.555  0.0856
H 4.909 2.735 -1.902  0.3893
H -3.038 1.924 2.043  0.4355
H -4.432 5.933 1.541  0.4461
H 1.159 6.336 -1.230  0.3535
H -5.314 -3.721 -0.005  0.4731
H 4.213 -4.032 2.329  0.4293
H -0.360 6.441 -2.106  0.4402
H -6.076 1.176 -0.245  0.3726
H 1.918 4.541 4.405  0.5098
H -3.869 -0.251 -6.183  0.4164
H -4.048 3.383 -1.861  0.4634
H 3.248 3.062 2.901  0.5534
H -5.279 1.525 -2.572  0.3852
H -3.440 -2.198 -0.609  0.1483
H 4.823 -3.430 -1.866  0.4263
H 1.304 4.922 0.918  0.7169
H 2.487 2.421 -2.732  0.5207
H -1.448 1.938 3.942  0.6618
H 0.127 -3.105 -2.517  0.3706
H -4.667 5.543 -0.889  0.4432
H 3.155 3.036 0.177  0.3827
H -7.547 -2.776 0.444  0.4225
H -1.950 -1.234 -4.976  0.4931
H 0.560 4.952 -2.168  0.3089
H 4.655 1.341 -0.838  0.3576
H 4.613 1.148 -2.600  0.4113
H -0.884 6.117 0.296  0.6005
H 1.881 -3.321 2.106  0.3290
H -7.936 -0.349 0.352  0.4757
H -3.587 4.124 3.005  0.4919
H -0.351 -4.380 -1.383  0.4956
H -0.575 -3.915 1.412  0.5601
H -0.154 0.504 2.420  0.4988
H -5.530 1.129 -4.980  0.4631
H 2.484 4.119 -1.074  0.8233
H -1.647 -2.517 1.085  0.1433
H -0.236 -2.322 2.125  0.3761
H -0.177 4.224 1.606  -0.0682
H 2.497 -2.701 -2.111  0.3126
H -1.447 -3.017 -1.710  0.2330

---

2.
Density functional theory data (wB97M-V/def2-TZVPD) for a molecular structure, C39H44ClN2O2P2Ti.

Calculated values
Charge: -1
Kohn-Sham gap in eV: 3.532
HOMO energy in eV: -1.56
LUMO energy in eV: 1.973

Last column: Mulliken charge in e.
Atoms and positions in Å:
Ti -0.768 -0.519 0.145  -1.4471
Cl 6.234 -3.502 -3.911  -0.3393
P 0.304 2.200 0.586  2.3925
P -2.659 1.060 1.159  2.1735
O -2.143 -1.668 0.729  -0.5057
O -1.244 -2.213 -0.269  -0.2880
N -1.323 0.629 -1.384  0.4170
N 0.349 -1.039 2.124  0.8866
C 2.258 -0.590 0.655  1.1693
C 3.632 -0.565 0.429  -0.8367
C -2.056 -3.107 -3.661  -1.0753
C -2.179 4.122 -3.671  -0.9679
C 1.861 -0.719 -1.685  -1.0340
C 1.723 -0.507 2.059  -2.0435
C 3.520 -3.888 -4.048  -0.6778
C 4.469 -3.891 -1.844  -0.5618
C 3.226 -4.092 -1.302  -0.2838
C -2.386 2.870 1.093  -0.1357
C -1.933 1.730 -3.444  0.1768
C -1.827 1.626 -4.829  -0.2712
C 4.119 -0.612 -0.866  -0.9677
C -3.575 -0.794 -3.721  -0.2999
C -2.056 4.010 -5.051  -0.4887
C 1.436 2.989 1.809  -1.7181
C -2.110 2.990 -2.876  0.4924
C -1.124 3.360 0.739  0.1075
C -3.445 3.761 1.274  -0.6187
C -2.303 -0.769 -3.149  0.3729
C 0.411 -2.515 2.122  -1.2973
C -1.547 -1.935 -3.118  1.4261
C 2.269 -4.098 -3.517  -0.4342
C 0.782 -4.342 -1.542  -1.5848
C 2.029 -4.199 -2.098  1.0745
C -4.090 -1.969 -4.243  -0.9447
C -1.812 0.516 -2.549  -1.1557
C 4.635 -3.777 -3.223  0.2366
C -3.271 5.121 1.093  -0.7473
C 3.227 -0.705 -1.927  -0.5607
C -1.875 2.760 -5.626  -0.8527
C -4.104 0.850 0.064  -1.5978
C -3.325 -3.127 -4.220  -0.7355
C -0.297 -0.595 3.352  -1.1591
C -2.025 5.607 0.717  -0.9590
C -0.966 4.732 0.548  -0.7889
C 1.332 -0.652 -0.393  3.5166
C -3.430 0.777 2.795  -1.6344
C 1.135 2.706 -0.954  -1.4793
H -3.903 1.326 -0.894  0.2638
H 0.976 -2.846 1.253  0.1562
H 3.600 -0.815 -2.937  0.3940
H 0.000 5.124 0.255  0.2892
H 2.364 -1.042 2.776  0.5207
H 1.554 4.059 1.627  0.5126
H -1.882 6.669 0.557  0.4029
H -5.006 1.282 0.502  0.5832
H -3.631 -0.292 2.879  0.4161
H 1.422 -4.172 -4.191  0.2680
H 4.322 -0.535 1.268  0.3902
H -2.325 5.093 -3.212  0.4512
H 0.288 -0.891 4.234  0.3872
H 1.291 3.784 -1.019  0.5396
H 3.641 -3.806 -5.123  0.3742
H -4.369 1.324 2.897  0.4810
H -1.693 0.651 -5.281  0.4965
H -0.597 -2.918 2.056  0.3148
H -3.720 -4.047 -4.632  0.4137
H 2.415 2.514 1.726  0.4816
H 2.101 2.195 -0.976  0.3523
H -1.455 -4.005 -3.624  0.3123
H -0.396 0.493 3.345  0.1344
H -4.163 0.117 -3.754  0.4660
H 3.131 -4.154 -0.223  0.1964
H 5.185 -0.633 -1.052  0.4229
H -4.103 5.799 1.232  0.4057
H 0.644 -4.313 -0.472  0.0996
H 1.063 2.845 2.824  0.3942
H -2.757 1.071 3.597  0.3334
H 1.198 -0.799 -2.539  -0.0331
H -0.109 -4.431 -2.147  0.3342
H 0.550 2.358 -1.802  0.1102
H -1.286 -1.047 3.418  0.2544
H -5.085 -1.980 -4.671  0.3935
H -1.771 2.667 -6.700  0.4033
H -4.242 -0.220 -0.098  0.4402
H -0.571 -1.960 -2.649  -0.2383
H -2.185 3.066 -1.802  0.2911
H 0.905 -2.859 3.041  0.4792
H 5.332 -3.804 -1.194  0.3825
H -2.101 4.894 -5.675  0.3764
H -4.424 3.383 1.543  0.2309
H 1.672 0.533 2.395  0.3716

---

Short version: energy above the lowest of the compared OMol25 structures with the same formula, charge and spin = 0.0; 96.6 kJ/mol, in the order given.